Record 1
Computed, not measured: C21H20AsN2O6OsSSeTe as an isolated structure, with ωB97M-V with the def2-TZVPD basis set.

XYZ file:
```
54
Properties=species:S:1:pos:R:3
Os 1.08 -1.58 2.12
O -2.68 0.61 1.87
As -1.08 0.71 2.75
O 2.21 -0.85 3.54
O 0.35 0.29 1.81
C -1.57 -1.08 3.45
C -1.65 -1.16 4.89
C -2.44 -2.12 5.49
C -3.10 -3.09 4.68
C -2.99 -3.05 3.30
C -2.11 -2.13 2.69
S -1.26 -2.81 1.31
O -0.12 -3.46 2.08
O -2.16 -3.71 0.57
O -0.65 -1.67 0.49
H -2.70 1.37 1.28
H -1.12 -0.38 5.44
H -2.67 -2.09 6.55
H -3.73 -3.91 5.14
H -3.55 -3.76 2.70
C -1.98 6.12 -5.23
C -1.58 5.00 -4.33
C -2.00 3.69 -4.57
C -1.56 2.62 -3.75
C -1.99 1.20 -4.07
C -0.72 2.86 -2.67
Te -0.40 1.37 -1.14
C -0.27 4.19 -2.47
C 0.69 4.54 -1.38
C -0.75 5.22 -3.25
H -2.63 5.76 -6.02
H -1.11 6.67 -5.69
H -2.56 6.83 -4.61
H -2.68 3.46 -5.37
H -2.86 1.20 -4.76
H -2.29 0.68 -3.14
H -1.17 0.63 -4.52
H 0.19 4.83 -0.44
H 1.31 5.41 -1.73
H 1.38 3.73 -1.10
H -0.48 6.25 -2.97
Se 2.30 -2.67 3.88
N 2.30 -2.18 1.02
C 3.34 -3.00 0.77
C 3.89 -3.10 -0.52
C 5.03 -3.88 -0.68
C 5.55 -4.63 0.38
C 5.01 -4.55 1.63
C 3.89 -3.74 1.84
N 3.42 -3.73 3.11
H 3.45 -2.55 -1.36
H 5.45 -3.94 -1.66
H 6.40 -5.32 0.18
H 5.39 -5.15 2.46
```

The frontier orbital gap (alpha / beta) is 5.40 / 4.01 eV. The calculation puts the highest occupied orbital energy (alpha / beta) at -0.358 / -0.392 Ha. As for the spin multiplicity: 5. The calculation puts the molar mass at 900.2 g/mol. As for the relative energy (zero: lowest compared OMol25 entry of this formula, charge and spin): 60.2 kcal per mole. Its maximum force is 3.19 eV/A. The net charge is +1.



Record 2
Computed, not measured: C21H20BBrF32O9S as an isolated structure, with ωB97M-V with the def2-TZVPD basis set.

XYZ file:
```
85
Properties=species:S:1:pos:R:3
C -2.62 -2.67 0.50
O -2.83 -4.08 0.37
B -3.45 -4.51 -0.73
O -3.25 -5.78 -1.12
O -4.36 -3.73 -1.48
S -3.76 -3.04 -2.80
O -2.41 -3.50 -2.91
O -3.66 -1.49 -2.14
Br -2.09 -0.61 -2.49
H -1.81 -2.38 -0.13
H -2.37 -2.45 1.51
H -3.49 -2.10 0.26
H -3.38 -6.35 -0.37
C 1.79 2.47 -1.53
C 1.18 1.07 -1.32
C 0.37 0.84 -0.04
F 1.13 0.99 1.05
F -0.11 -0.43 -0.03
F 2.14 0.14 -1.43
F 0.31 0.88 -2.38
O 3.15 2.63 -1.20
C 3.53 2.96 0.07
C 4.41 1.86 0.68
F 3.73 0.70 0.74
F 4.75 2.22 1.93
F 2.48 3.25 0.86
F 4.29 4.07 -0.01
H 1.76 2.63 -2.61
H 1.17 3.25 -1.10
H -0.48 1.53 0.01
H 5.31 1.72 0.07
C -1.06 5.71 3.92
C -0.73 5.04 2.57
C -1.40 3.70 2.25
F -1.05 2.74 3.13
F -1.00 3.29 1.02
F 0.61 4.91 2.44
F -1.15 5.90 1.60
O -0.12 5.54 4.96
C -0.19 4.46 5.80
C 1.05 3.60 5.65
F 1.16 3.16 4.38
F 0.96 2.52 6.46
F -1.31 3.75 5.61
F -0.22 4.93 7.06
H -1.03 6.78 3.71
H -2.07 5.50 4.25
H -2.49 3.80 2.25
H 1.96 4.16 5.90
C 1.58 -2.55 3.20
C 2.25 -3.31 4.36
C 1.38 -4.19 5.26
F 0.45 -3.47 5.92
F 2.17 -4.79 6.18
F 2.95 -2.44 5.12
F 3.15 -4.16 3.79
O 1.28 -1.18 3.39
C 0.08 -0.83 3.97
C 0.30 -0.03 5.25
F 0.98 -0.76 6.16
F -0.90 0.30 5.78
F -0.72 -1.90 4.14
F -0.56 -0.01 3.11
H 2.33 -2.54 2.41
H 0.73 -3.10 2.80
H 0.88 -4.97 4.67
H 0.86 0.86 5.02
C -1.52 -2.45 -8.43
C -1.70 -0.93 -8.59
C -0.49 -0.10 -9.01
F 0.49 -0.16 -8.09
F -0.87 1.19 -9.12
F -2.24 -0.42 -7.46
F -2.62 -0.77 -9.58
O -1.33 -2.95 -7.12
C -0.09 -3.02 -6.55
C -0.01 -2.14 -5.31
F -0.25 -0.85 -5.62
F 1.23 -2.22 -4.78
F 0.88 -2.73 -7.44
F 0.10 -4.29 -6.16
H -2.46 -2.88 -8.74
H -0.77 -2.84 -9.12
H -0.11 -0.44 -9.98
H -0.74 -2.47 -4.57
```

The frontier orbital gap is 9.75 eV. The calculation puts the highest occupied orbital energy at -0.381 Ha. The calculation puts the molar mass at 1147.1 g/mol. Its maximum force is 1.77 eV/A.